Computed, not measured: C4H7Cl as an isolated structure in a non-equilibrium geometry, with ωB97M-V/def2-TZVPD.

Summary:
HOMO energy (eV): -9.32
LUMO level (eV): 1.104
Orbital gap (eV): 10.42
Strongest force on any atom (eV/Å): 4.46
Total charge: 0

Geometry as XYZ:
```
12
Properties=species:S:1:pos:R:3:lowdin_charge:R:1
C -0.09 0.36 0.12 -0.029
C -0.02 -1.00 0.41 -0.210
C -0.56 2.22 0.59 -0.546
C 0.57 -1.96 -0.56 -0.134
Cl -0.97 3.00 -0.90 0.544
H 0.36 2.61 1.00 0.029
H 0.32 0.60 -0.87 0.028
H -0.38 -1.38 1.36 0.075
H -1.40 2.17 1.28 0.027
H 0.61 -2.96 -0.13 0.067
H 1.58 -1.66 -0.83 0.073
H -0.02 -2.00 -1.47 0.077
```

Computed, not measured: one molecule with the formula C4H7Cl in a non-equilibrium geometry, with ωB97M-V/def2-TZVPD.

Summary:
SMILES string: C/C=C(/C)Cl
HOMO energy (eV): -9.16
LUMO level (eV): 0.952
Orbital gap (eV): 10.11
Strongest force on any atom (eV/Å): 1.72
Total charge: 0

Geometry as XYZ:
```
12
Properties=species:S:1:pos:R:3:lowdin_charge:R:1
C 1.26 0.54 1.85 -0.109
C 0.10 -0.19 1.28 -0.213
C -0.38 -0.36 0.03 -0.652
C -1.57 -1.20 -0.39 -0.132
Cl 0.29 0.59 -1.37 0.565
H 1.01 1.22 2.70 0.085
H 1.69 1.08 1.02 0.044
H 2.02 -0.12 2.27 0.074
H -0.47 -0.73 2.06 0.113
H -1.50 -1.54 -1.43 0.065
H -2.43 -0.54 -0.34 0.072
H -1.67 -2.06 0.31 0.086
```

Computed, not measured: an isolated ion of composition C4H7Cl2N2 and charge +1 in a non-equilibrium geometry, with ωB97M-V/def2-TZVPD.

Summary:
SMILES string: NC(=[NH2+])[C@@H]1CC1(Cl)Cl
HOMO energy (eV): -14.27
LUMO level (eV): -3.996
Orbital gap (eV): 10.27
Strongest force on any atom (eV/Å): 2.48
Total charge: +1

Geometry as XYZ:
```
15
Properties=species:S:1:pos:R:3:lowdin_charge:R:1
N -0.29 1.58 0.94 0.252
C 0.47 0.62 0.55 -0.360
N 1.41 0.18 1.41 0.222
C 0.29 -0.17 -0.64 -0.246
C -0.86 -0.20 -1.56 -0.107
C -0.70 -1.28 -0.58 -1.157
Cl -1.88 -1.38 0.71 0.717
Cl -0.08 -2.84 -1.14 0.697
H -1.09 2.01 0.47 0.163
H 0.11 2.10 1.72 0.159
H 2.16 -0.36 0.97 0.151
H 1.68 0.40 2.36 0.150
H 1.07 -0.73 -1.19 0.148
H -1.76 0.31 -1.45 0.098
H -0.54 -0.24 -2.56 0.114
```

Computed, not measured: a 2-piece molecular cluster, C4H7Cl2N2 overall in a non-equilibrium geometry, with ωB97M-V/def2-TZVPD.

Summary:
HOMO energy (eV): -15.17
LUMO level (eV): -4.149
Orbital gap (eV): 11.02
Strongest force on any atom (eV/Å): 1.45
Total charge: +1

Geometry as XYZ:
```
15
Properties=species:S:1:pos:R:3:lowdin_charge:R:1
C 1.56 0.86 -0.83 0.027
C -0.32 0.01 1.56 -0.035
C -0.09 -1.70 -0.31 -0.012
C -0.63 -0.43 0.20 -0.439
N 2.15 1.78 -1.20 -0.541
N -1.41 0.27 -0.55 -0.291
Cl 2.98 3.09 -1.74 0.759
Cl -2.10 1.80 -0.12 0.775
H -1.23 0.15 2.14 0.107
H 0.17 0.98 1.53 0.089
H 0.33 -0.69 2.08 0.107
H -0.36 -2.51 0.37 0.118
H -0.43 -1.94 -1.31 0.102
H 0.99 -1.64 -0.30 0.093
H -1.62 -0.02 -1.51 0.141
```

Computed, not measured: an isolated ion of composition C4H7Cl2N3O and charge +2 in a non-equilibrium geometry, with ωB97M-V/def2-TZVPD.

Summary:
SMILES string: [H]/N=C/[NH+]=C(Cl)\[NH+]=C(\Cl)OC
HOMO energy (eV): -18.98
LUMO level (eV): -10.133
Orbital gap (eV): 8.84
Strongest force on any atom (eV/Å): 4.26
Total charge: +2

Geometry as XYZ:
```
17
Properties=species:S:1:pos:R:3:lowdin_charge:R:1
H -0.33 -2.31 -1.37 0.143
N 0.02 -1.54 -0.78 0.186
C 0.59 -1.63 0.30 -0.179
N 1.33 -0.58 0.90 0.115
C 1.88 0.36 0.12 -0.643
Cl 3.50 0.73 0.23 0.994
N 1.12 0.87 -0.91 0.124
C -0.30 0.96 -0.78 -0.646
Cl -1.06 1.80 -2.09 0.966
O -0.85 0.60 0.26 -0.060
C -2.22 0.66 0.66 0.061
H 0.62 -2.44 1.15 0.203
H 1.70 -0.81 1.75 0.131
H 1.59 1.41 -1.69 0.202
H -2.37 1.02 1.72 0.150
H -2.53 -0.41 0.69 0.135
H -2.68 1.32 -0.18 0.118
```

Computed, not measured: one molecule with the formula C4H7Cl2NO in a non-equilibrium geometry, with ωB97M-V/def2-TZVPD.

Summary:
SMILES string: C/N=C(\Cl)[C@H](Cl)OC
HOMO energy (eV): -9.95
LUMO level (eV): 0.726
Orbital gap (eV): 10.67
Strongest force on any atom (eV/Å): 3.50
Total charge: 0

Geometry as XYZ:
```
15
Properties=species:S:1:pos:R:3:lowdin_charge:R:1
C -1.27 0.00 2.14 -0.125
N -0.67 -0.11 0.87 -0.011
C -0.83 0.60 -0.14 -0.705
Cl -1.74 2.15 -0.24 0.588
C -0.16 0.09 -1.50 -0.844
Cl -1.47 -0.46 -2.42 0.749
O 0.71 -0.95 -1.29 -0.226
C 2.01 -0.64 -0.75 -0.075
H -1.36 -1.05 2.51 0.098
H -2.21 0.63 2.14 0.082
H -0.71 0.60 2.80 0.065
H 0.46 0.90 -2.04 0.143
H 2.60 -1.62 -0.77 0.124
H 1.88 -0.04 0.09 0.058
H 2.74 -0.10 -1.38 0.082
```

Computed, not measured: one molecule with the formula C4H7Cl2NO in a non-equilibrium geometry, with ωB97M-V/def2-TZVPD.

Summary:
HOMO energy (spin up / spin down) (eV): -8.13 / -6.74
LUMO level (spin up / spin down) (eV): 0.313 / -0.760
Orbital gap (spin up / spin down) (eV): 8.44 / 5.98
Strongest force on any atom (eV/Å): 3.82
Total charge: 0

Geometry as XYZ:
```
15
Properties=species:S:1:pos:R:3:lowdin_charge:R:1
C -0.89 -0.95 -0.61 -0.262
C -0.02 -1.28 0.57 -0.072
C -2.25 0.13 -0.55 -0.980
C 1.58 1.40 -0.27 -0.078
N 1.15 -0.65 0.76 -0.006
O 1.83 0.02 -0.25 -0.119
Cl -3.64 -0.70 0.07 0.507
Cl -1.83 1.57 0.47 0.442
H -0.36 -0.57 -1.42 0.058
H -1.51 -1.82 -0.96 0.088
H -0.39 -1.85 1.40 0.115
H 1.79 1.76 0.67 0.072
H 0.65 1.72 -0.68 0.057
H 2.37 1.68 -0.83 0.061
H 1.51 -0.47 1.63 0.117
```

Computed, not measured: C4H7Cl2P as an isolated structure in a non-equilibrium geometry, with ωB97M-V/def2-TZVPD.

Summary:
HOMO energy (eV): -9.62
LUMO level (eV): -0.694
Orbital gap (eV): 8.93
Strongest force on any atom (eV/Å): 3.23
Total charge: 0

Geometry as XYZ:
```
14
Properties=species:S:1:pos:R:3:lowdin_charge:R:1
C 0.35 0.21 -1.12 -0.322
C 0.61 1.33 -0.15 -0.444
C 0.14 -1.07 -0.30 -0.791
C -0.78 -0.74 0.82 -0.593
P -0.50 0.98 1.31 0.878
Cl 1.70 -1.51 0.48 0.648
Cl -2.83 -0.63 -0.21 0.131
H -0.73 0.42 -1.58 0.123
H 1.19 0.07 -1.83 0.114
H 1.75 1.37 0.14 0.100
H 0.44 2.36 -0.61 0.087
H -0.46 -1.87 -0.72 0.088
H -1.27 -1.40 1.49 0.038
H 0.40 0.48 2.27 -0.057
```

Computed, not measured: one molecule with the formula C4H7ClFN in a non-equilibrium geometry, with ωB97M-V/def2-TZVPD.

Summary:
SMILES string: C/N=C(\Cl)[C@H](C)F
HOMO energy (eV): -9.90
LUMO level (eV): 0.801
Orbital gap (eV): 10.70
Strongest force on any atom (eV/Å): 4.59
Total charge: 0

Geometry as XYZ:
```
14
Properties=species:S:1:pos:R:3:lowdin_charge:R:1
C 2.06 -1.35 -0.23 -0.143
N 0.79 -0.88 -0.55 -0.036
C 0.45 0.28 -0.43 -0.677
Cl 1.40 1.65 0.14 0.640
C -1.18 0.64 -0.53 -0.372
C -1.77 0.60 0.91 -0.047
F -1.64 -0.37 -1.31 -0.013
H 2.18 -2.29 -0.84 0.096
H 1.94 -1.38 0.82 0.080
H 2.91 -0.65 -0.49 0.083
H -1.30 1.56 -1.12 0.130
H -1.64 -0.29 1.48 0.066
H -1.34 1.62 1.35 0.112
H -2.85 0.86 0.80 0.080
```

Computed, not measured: one molecule with the formula C4H7ClFN in a non-equilibrium geometry, with ωB97M-V/def2-TZVPD.

Summary:
SMILES string: FC[C@H]1N[C@H]1CCl
HOMO energy (eV): -10.07
LUMO level (eV): 0.938
Orbital gap (eV): 11.01
Strongest force on any atom (eV/Å): 1.61
Total charge: 0

Geometry as XYZ:
```
14
Properties=species:S:1:pos:R:3:lowdin_charge:R:1
F -2.20 -0.49 0.96 -0.057
C -0.87 -0.33 1.35 -0.155
C -0.28 0.83 0.59 -0.279
N 1.14 1.01 0.52 0.081
C 0.41 0.69 -0.70 -0.347
C 0.61 -0.64 -1.38 -0.537
Cl -0.83 -1.09 -2.35 0.560
H -0.90 -0.13 2.45 0.133
H -0.37 -1.26 1.17 0.104
H -0.81 1.78 0.72 0.153
H 1.56 0.16 0.81 0.076
H 0.35 1.53 -1.36 0.128
H 0.83 -1.40 -0.63 0.074
H 1.38 -0.66 -2.14 0.065
```

The ΔE to the lowest compared entry with this formula, charge and spin results, record by record, are as follows: 217.30, 0.99, 148.39, 413.88, 159.61, 113.86, 521.96, 185.35, 63.36, 49.15 kJ/mol.